#A
# C8H12N2O

The molecule C8H12N2O (ωB97M-V with the def2-TZVPD basis set, OMol25).

Structure (XYZ):
```
23
C8H12N2O, DFT ωB97M-V with the def2-TZVPD basis set
C 0.5026 -2.2450 1.9077
C 1.8094 -2.0411 1.5251
C -0.2683 -1.5673 1.0279
C 0.2434 -0.1273 -0.9417
C -1.7238 -1.3729 1.0540
C 0.6309 1.3687 -0.8116
C 1.6832 1.6720 -0.0709
C -0.3227 2.2818 -1.4847
N 1.8761 -1.2640 0.4202
N 0.5760 -0.9605 0.1898
O -2.3377 -1.8545 -0.1200
H 0.3372 -2.8008 2.7969
H 2.7194 -2.4098 1.9037
H -0.9051 -0.1311 -1.0796
H 0.5499 -0.6558 -1.9345
H -1.7259 -0.2817 0.8591
H -2.1975 -1.7751 1.9137
H 1.9693 2.6316 0.1496
H 2.3611 0.8538 0.3604
H -1.0163 2.7678 -0.8820
H -1.1475 1.7321 -2.0583
H 0.2312 3.0718 -2.0922
H -1.8014 -2.6316 -0.3753
```

## Properties
- SMILES: C=C(C)Cn1nccc1CO
- Kohn-Sham gap: 10.03 eV
- HOMO level: -9.3 eV

natural (NBO) atomic charge list, values in e, 5 entries: -0.333 -0.053 0.105 -0.255 -0.100

***

#B
# C8H12N2O

A cluster of 2 separate species, C8H12N2O in total (ωB97M-V with the def2-TZVPD basis set, OMol25).

Structure (XYZ):
```
23
C8H12N2O, DFT ωB97M-V with the def2-TZVPD basis set
C -1.3949 -0.8082 0.3144
C -0.2103 -1.5518 0.1610
C 0.4535 -1.5560 -1.0727
C -0.0574 -0.7078 -2.0502
C -1.2447 -0.0228 -1.8325
C -0.5895 2.1585 0.1029
C 0.1041 1.2897 1.0980
C 1.7471 -0.5069 1.4952
H -1.9208 -0.8831 1.2688
H 0.0546 -2.1508 1.0336
H 1.3871 -2.0585 -1.2379
H 0.3966 -0.5891 -3.0080
H -1.7001 0.6215 -2.6155
H -0.4099 1.9324 -1.0034
H -0.3842 3.2471 0.2597
H -1.7063 1.9610 0.2082
H 0.7132 -0.0737 -0.4126
H 1.6383 -0.0117 2.5120
H 1.3488 -1.5515 1.4382
H 2.7856 -0.4821 1.1466
N -1.9081 -0.0483 -0.7007
N 0.8888 0.3099 0.6196
O 0.0084 1.4824 2.2754
```

## Properties
- SMILES: CNC(C)=O.c1ccncc1
- Kohn-Sham gap: 8.93 eV
- HOMO level: -8.6 eV

natural (NBO) atomic charge list, values in e, 5 entries: 0.026 -0.184 -0.276 -0.264 0.014

***

Stability summary - winner: #A; margin: 0.0173 hartree.

***

#A
# C6H39N2O12

A cluster of 13 separate species, C6H39N2O12 in total (ωB97M-V with the def2-TZVPD basis set, OMol25).

Structure (XYZ):
```
59
C6H39N2O12, DFT ωB97M-V with the def2-TZVPD basis set
C -0.8490 1.2336 3.6497
C -1.4344 0.5698 2.4667
C -2.3793 1.4955 1.8725
C -3.2686 0.8179 0.7958
N -2.8212 1.9055 -2.8025
C -3.4837 1.3576 -1.6249
C -2.7529 1.0317 -0.5721
N -0.2940 0.1866 1.4678
H -0.9395 0.4435 4.4500
H 0.1360 1.6842 3.4696
H -1.3699 2.1718 3.7466
H -1.9862 -0.4120 2.6885
H -2.9001 2.0796 2.6544
H -1.8959 2.3260 1.3997
H -4.2421 1.4487 0.9530
H -3.4029 -0.2098 1.1049
H -1.8927 1.5242 -2.7810
H -3.2010 1.8481 -3.7700
H -4.5400 1.2726 -1.6434
H -1.7517 0.9960 -0.6690
H 0.5894 -0.0198 1.9387
H -0.1533 1.0021 0.8483
H -0.7579 -0.6182 1.1116
H 0.4217 -2.6813 0.3246
H 1.4965 -1.6577 0.7536
O 0.8244 -2.3184 1.1304
H 3.4743 0.2180 -3.6983
H 2.4296 -1.0391 -3.9450
O 2.7340 -0.2571 -3.4583
H 1.2069 -1.7099 4.2023
H 0.5893 -1.6743 2.8305
O 0.7403 -1.1300 3.5347
H 0.6587 -0.2516 -0.9625
H -0.6126 -0.3480 -1.7653
O -0.2336 -0.7265 -0.8661
H 4.2124 1.1899 -2.3808
H 4.3982 2.2186 -1.1149
O 4.5684 1.3026 -1.4931
H -2.9597 -3.2562 1.4426
H -1.4640 -3.5359 1.9084
O -2.0692 -2.9518 1.7226
H 0.4120 -2.4379 -4.0116
H -0.1247 -1.1428 -4.1606
O 0.5408 -1.5501 -3.6243
H 1.9713 -1.5002 -1.6158
H 3.2480 -1.7806 -0.8278
O 2.3816 -1.4015 -0.8143
H 1.2651 1.4616 -2.9632
H 0.5385 2.8419 -3.0166
O 1.1086 2.2235 -2.5004
H 2.4104 0.7118 -0.7088
H 2.1655 2.1573 -0.2457
O 2.2057 1.2389 0.1084
H -0.5341 -2.5227 -1.2814
H -1.1568 -3.2737 -0.2383
O -0.4829 -3.4472 -1.0164
H 3.6260 0.7984 3.1786
H 2.6819 0.8675 2.0061
O 2.9185 1.2295 2.8119
```

## Properties
- Kohn-Sham gap: 8.24 eV
- Net charge: +1
- HOMO level: -11.2 eV

natural (NBO) atomic charge list, values in e, 5 entries: -0.647 -0.036 -0.433 -0.425 -0.827

***

#B
# C6H39N2O12

A cluster of 13 separate species, C6H39N2O12 in total (ωB97M-V with the def2-TZVPD basis set, OMol25).

Structure (XYZ):
```
59
C6H39N2O12, DFT ωB97M-V with the def2-TZVPD basis set
N 0.4276 1.0024 0.1618
C -0.7427 1.3261 1.1184
C -2.0700 1.7395 0.4913
N -2.2882 1.0623 -0.7797
C -3.3593 1.6135 -1.6469
C -4.5870 0.7622 -1.7857
C -4.1507 -0.6542 -1.2744
C -2.7414 -0.4387 -0.6010
H -0.0533 1.0079 -0.7553
H 1.1336 1.7038 0.2525
H 0.9689 0.1898 0.4058
H -0.2691 2.1008 1.7494
H -0.8524 0.5325 1.8042
H -2.6988 1.4826 1.3271
H -2.1330 2.8614 0.2680
H -2.7955 1.8390 -2.5626
H -3.6875 2.6841 -1.3803
H -5.4076 1.1147 -1.1011
H -4.8655 0.4836 -2.7531
H -4.1447 -1.3975 -2.1054
H -4.8669 -1.0314 -0.5163
H -1.9692 -1.0005 -1.1641
H -2.7861 -0.6220 0.4603
H 3.1661 0.1319 -0.9877
H 3.1648 1.6735 -0.8214
O 2.9533 0.8546 -0.4060
H 1.3902 -2.1765 -0.7246
H 2.3338 -1.5462 -1.7414
O 1.7908 -1.3007 -1.0058
H 2.6944 -3.5127 -3.3528
H 3.8545 -3.2244 -2.4470
O 3.1146 -2.7245 -2.8236
H 0.8672 1.3674 3.6727
H 1.3230 0.5057 4.8248
O 0.5415 0.7198 4.3083
H 3.4376 2.7199 -2.9908
H 3.7619 3.9281 -2.1928
O 3.0231 3.3711 -2.4391
H 2.6982 1.8710 2.4852
H 1.7052 2.8871 2.3527
O 1.7892 1.9301 2.1552
H -1.7946 -2.6727 1.8308
H -0.5561 -3.1959 1.3708
O -1.5250 -3.3934 1.2067
H 2.8006 -3.5204 3.5492
H 4.0373 -3.3725 2.5576
O 3.0893 -3.5444 2.6362
H 2.8225 5.2373 1.5140
H 4.0100 4.3294 1.1762
O 3.0727 4.3301 1.4388
H -1.3001 -3.6475 -0.9715
H -1.0058 -4.4517 -2.1258
O -0.5724 -3.7264 -1.6598
H 2.7563 0.3060 -4.1095
H 1.6186 -0.0911 -3.4397
O 1.8220 0.6417 -4.0948
H -2.9782 -2.6847 4.5639
H -3.2519 -3.5901 3.4369
O -2.7160 -2.7908 3.6412
```

## Properties
- Kohn-Sham gap: 9.11 eV
- Net charge: +1
- HOMO level: -11.5 eV

natural (NBO) atomic charge list, values in e, 5 entries: -0.697 -0.231 -0.238 -0.478 -0.242

***

Stability summary - winner: #B; margin: 0.0590 hartree.

***

#A
# C3H6N2O

The molecule C3H6N2O (ωB97M-V with the def2-TZVPD basis set, OMol25).

Structure (XYZ):
```
12
C3H6N2O, DFT ωB97M-V with the def2-TZVPD basis set
C -1.3667 0.4328 -0.8943
C 1.6545 0.0792 -0.0172
C 0.5489 0.4184 0.9156
N -0.9625 -0.1881 0.1144
N 1.9645 -1.2733 -0.1076
O 2.2114 0.9572 -0.6515
H -2.2946 0.0910 -1.4032
H -1.0294 1.4684 -1.3361
H 0.4914 -0.0033 2.0046
H 0.3013 1.4146 1.0345
H 1.3319 -1.9512 0.1458
H 2.3604 -1.4591 -0.9063
```

## Properties
- Kohn-Sham gap (spin up / spin down): 6.11 / 7.78 eV
- HOMO level (spin up / spin down): -5.4 / -10.4 eV
- Spin multiplicity: 3

natural (NBO) atomic charge list, values in e, 5 entries: -0.498 0.607 -0.268 -0.197 -0.793

***

#B
# C3H6N2O

The molecule C3H6N2O (ωB97M-V with the def2-TZVPD basis set, OMol25).

Structure (XYZ):
```
12
C3H6N2O, DFT ωB97M-V with the def2-TZVPD basis set
C -0.0242 0.2195 -0.0204
C -0.7213 1.0081 0.9426
C 1.3866 -0.2886 -1.8096
N -1.4116 -0.8932 2.1034
N 0.7126 0.7226 -0.9640
O -1.3627 0.4702 1.9857
H -0.1595 -0.8062 0.1015
H -0.8338 2.1060 0.8513
H 1.2938 -0.1134 -2.9500
H 2.4312 -0.1131 -1.5058
H 0.8045 -1.2293 -1.6094
H -2.1156 -1.0826 2.8747
```

## Properties
- Kohn-Sham gap (spin up / spin down): 8.46 / 8.18 eV
- HOMO level (spin up / spin down): -7.5 / -9.4 eV
- Spin multiplicity: 3

natural (NBO) atomic charge list, values in e, 5 entries: -0.092 0.168 -0.455 -0.185 -0.368

***

Stability summary - winner: #B; margin: 0.0202 hartree.

***

#A
# C5H12NOS

A cluster of 2 separate species, C5H12NOS in total (ωB97M-V with the def2-TZVPD basis set, OMol25).

Structure (XYZ):
```
20
C5H12NOS, DFT ωB97M-V with the def2-TZVPD basis set
C -1.2986 -0.9326 -0.9442
C -0.2307 -0.1348 -0.2142
C 0.6105 -0.9953 0.7895
C 2.1627 -0.4877 0.9292
S 3.3683 -1.8053 0.4679
N -0.7170 1.0243 0.5763
C -1.5012 2.0443 -0.2226
O -1.2294 2.1637 -1.5501
H -1.4795 -0.4409 -1.9948
H -1.0230 -1.9927 -0.9783
H -2.3693 -0.7767 -0.3525
H 0.6039 0.3608 -0.8982
H 0.0440 -1.1206 1.7836
H 0.8102 -2.0236 0.4806
H 2.3822 -0.2022 1.9738
H 2.3833 0.5088 0.3307
H 1.2797 -1.3624 -1.1987
H 0.1205 1.6042 0.8279
H -2.5725 1.6354 -0.1329
H -1.3442 2.9332 0.3271
```

## Properties
- Kohn-Sham gap: 3.71 eV
- Net charge: -1
- HOMO level: -3.1 eV

natural (NBO) atomic charge list, values in e, 5 entries: -0.658 -0.105 -0.463 -0.559 -0.173

***

#B
# C5H12NOS

The ion C5H12NOS with charge -1 (ωB97M-V with the def2-TZVPD basis set, OMol25).

Structure (XYZ):
```
20
C5H12NOS, DFT ωB97M-V with the def2-TZVPD basis set
C 0.2511 0.9704 2.2680
N 0.7462 0.4583 0.9912
C -0.1843 0.5104 -0.1473
C -0.0864 -0.7098 -1.0108
C -0.6501 -1.9563 -0.3325
S -0.7148 -3.4145 -1.4298
C 0.0836 1.8315 -1.0623
O 0.6223 1.5944 -2.2721
H 0.5437 2.0143 2.4616
H 0.7153 0.4084 3.0930
H -0.8333 0.9109 2.3118
H 1.6053 0.9690 0.8076
H -1.1729 0.6913 0.2914
H -0.6213 -0.5404 -1.9489
H 0.9428 -0.9074 -1.3266
H -1.6622 -1.7845 0.0162
H -0.0200 -2.2175 0.5115
H 0.5953 -3.5150 -1.5900
H 0.7783 2.4236 -0.4199
H -0.9387 2.2627 -1.2121
```

## Properties
- SMILES: CN[C@@H](C[O-])CCS
- Kohn-Sham gap: 5.51 eV
- Net charge: -1
- HOMO level: -2.3 eV

natural (NBO) atomic charge list, values in e, 5 entries: -0.402 -0.662 -0.098 -0.423 -0.486

***

Stability summary - winner: #B; margin: 0.1955 hartree.

***

#A
# CH6N3OS

A cluster of 2 separate species, CH6N3OS in total (ωB97M-V with the def2-TZVPD basis set, OMol25).

Structure (XYZ):
```
12
CH6N3OS, DFT ωB97M-V with the def2-TZVPD basis set
C 0.6951 -0.5870 -0.0043
N 1.8936 -0.9563 -0.3404
N 0.5007 0.7446 0.1414
N -2.2771 0.0085 0.1616
O -0.1397 -1.4721 0.3623
S -3.7361 -0.2632 -0.1348
H 2.6661 -0.3133 -0.1579
H 2.1941 -1.8975 -0.2559
H 0.7700 1.3580 -0.6117
H -0.0256 1.1913 0.8388
H -1.0887 -1.0501 0.3148
H -4.2995 0.7946 0.4768
```

## Properties
- Kohn-Sham gap: 8.39 eV
- Net charge: +1
- HOMO level: -13.9 eV

natural (NBO) atomic charge list, values in e, 5 entries: 0.819 -0.731 -0.824 -0.762 -0.605

***

#B
# CH6N3OS

A cluster of 2 separate species, CH6N3OS in total (ωB97M-V with the def2-TZVPD basis set, OMol25).

Structure (XYZ):
```
12
CH6N3OS, DFT ωB97M-V with the def2-TZVPD basis set
C 0.5053 0.8522 -0.1745
N 2.4851 -0.0249 -0.7570
N -2.5415 -1.4907 0.8436
N -0.3043 -0.0855 0.1336
O 0.3614 2.1365 -0.1221
S -1.9504 0.0340 0.9809
H 2.5897 0.5353 -1.5859
H 2.9231 0.2025 0.1163
H -1.9809 -2.1551 1.3486
H -2.7350 -1.7337 -0.1204
H -0.1029 -1.0845 0.0175
H 0.7505 2.8139 -0.6805
```

## Properties
- Kohn-Sham gap (spin up / spin down): 8.54 / 8.56 eV
- Net charge: +1
- HOMO level (spin up / spin down): -14.1 / -14.1 eV

natural (NBO) atomic charge list, values in e, 5 entries: 0.776 -0.721 -0.924 -0.710 -0.645

***

Stability summary - winner: #A; margin: 0.0994 hartree.

***

#A
# C3H4ClN

The molecule C3H4ClN (ωB97M-V with the def2-TZVPD basis set, OMol25).

Structure (XYZ):
```
9
C3H4ClN, DFT ωB97M-V with the def2-TZVPD basis set
C 1.9340 0.5236 -0.3570
C 0.7871 0.1807 -0.3118
C -0.5077 -0.4301 -0.1792
N -1.6596 0.6407 0.1217
Cl -3.1926 -0.1706 0.0021
H 2.9228 0.8625 -0.4540
H -0.4826 -1.1004 0.6931
H -0.8047 -0.9815 -1.0659
H -1.5497 0.9946 1.0628
```

## Properties
- SMILES: C#CCNCl
- Kohn-Sham gap: 10.24 eV
- HOMO level: -9.5 eV

natural (NBO) atomic charge list, values in e, 5 entries: -0.189 -0.042 -0.308 -0.585 0.071

***

#B
# C3H4ClN

The molecule C3H4ClN (ωB97M-V with the def2-TZVPD basis set, OMol25).

Structure (XYZ):
```
9
C3H4ClN, DFT ωB97M-V with the def2-TZVPD basis set
C 1.0314 1.7216 -0.1819
C 0.4544 0.4962 -0.4643
C -0.7021 0.1838 0.4638
N 1.5244 2.6823 0.2111
Cl -2.2639 0.9343 -0.0851
H -0.1718 0.6127 -1.3928
H 1.1855 -0.3128 -0.4181
H -0.6370 0.5700 1.4084
H -0.8343 -0.8898 0.4843
```

## Properties
- SMILES: N#CCCCl
- Kohn-Sham gap: 11.97 eV
- HOMO level: -11.3 eV

natural (NBO) atomic charge list, values in e, 5 entries: 0.271 -0.564 -0.308 -0.297 -0.081

***

Stability summary - winner: #B; margin: 0.0940 hartree.